C20H33Cl5N6OPd | ωB97M-V/def2-TZVPD

```
66
Properties=species:S:1:pos:R:3:forces:R:3:lowdin_charge:R:1
Pd 0.2206 -0.7668 -0.0932 -0.262 -0.506 -0.493 0.911
Cl 2.7062 -1.6113 -2.1832 -0.047 0.153 0.075 0.752
C 3.0863 -0.5912 -0.8307 0.241 -0.074 -0.169 -0.709
C 2.1113 -0.2535 0.0926 -0.540 -0.291 0.671 -0.340
C 2.4871 0.4499 1.2319 0.100 0.184 0.145 -0.676
Cl 1.3326 0.7566 2.5085 0.084 -0.021 -0.325 0.681
C 3.7980 0.8979 1.4110 -0.168 -0.033 -0.014 -0.710
Cl 4.2268 1.7986 2.7993 0.038 0.025 0.036 0.733
C 4.7578 0.6067 0.4403 -0.036 0.019 0.044 -0.707
Cl 6.3576 1.1691 0.6278 0.079 0.014 0.003 0.748
C 4.4066 -0.1540 -0.6732 -0.097 -0.069 -0.091 -0.707
Cl 5.5910 -0.5507 -1.8421 0.022 -0.013 -0.021 0.739
C 0.8211 1.4258 -5.1478 -0.008 -0.041 0.043 -0.045
N 0.2416 0.6301 -4.0748 0.081 0.203 0.041 0.050
C 0.5681 0.7290 -2.7829 -0.536 -0.529 -0.171 -0.612
N 1.4453 1.6849 -2.4110 0.134 0.026 0.025 0.221
O -0.0184 -0.0382 -1.9643 0.375 0.759 -0.369 -0.159
H 0.3911 1.0955 -6.0881 0.005 0.012 -0.005 0.100
H 1.9014 1.2800 -5.2056 -0.003 0.002 -0.018 0.097
H 0.5960 2.4857 -5.0223 0.012 0.004 -0.007 0.094
H -0.4359 -0.0795 -4.2950 0.006 -0.075 0.022 0.156
H 2.0431 2.0850 -3.1184 -0.015 0.009 0.015 0.113
H 1.8840 1.5336 -1.5168 0.030 0.009 0.140 0.087
C -2.8256 3.4130 1.6695 0.003 0.014 -0.052 -0.048
C -2.1667 2.0466 1.3716 -0.022 -0.020 0.008 -0.143
N -1.3297 2.1293 0.1777 -0.040 0.142 0.022 -0.163
C -0.4071 3.2576 0.3059 0.000 -0.015 0.028 -0.141
C -1.1802 4.5971 0.2741 -0.043 -0.031 0.021 -0.046
N -2.6384 4.2611 0.4394 0.035 -0.071 -0.018 -0.083
C -3.1329 3.5225 -0.7773 0.044 0.017 0.050 -0.047
C -2.1736 2.3284 -0.9973 -0.007 0.005 -0.018 -0.140
H -2.3511 3.9423 2.4935 0.004 0.008 0.007 0.140
H -3.8931 3.3402 1.8663 -0.011 0.002 -0.008 0.140
H -2.9290 1.2852 1.2053 0.005 -0.009 0.013 0.132
H -1.5571 1.7373 2.2187 0.019 -0.002 0.012 0.105
H 0.3077 3.2303 -0.5139 0.014 -0.004 -0.011 0.109
H 0.1430 3.1496 1.2399 0.014 -0.014 0.002 0.107
H -1.0823 5.1251 -0.6727 0.000 0.001 -0.011 0.139
H -0.9008 5.2699 1.0821 -0.003 0.006 0.008 0.140
H -3.1695 5.1225 0.5453 -0.022 0.034 0.002 0.193
H -3.1406 4.2233 -1.6093 0.000 0.015 -0.002 0.139
H -4.1558 3.2149 -0.5689 -0.007 -0.006 0.013 0.139
H -1.5265 2.5072 -1.8563 -0.020 -0.008 0.004 0.120
H -2.7469 1.4237 -1.1942 0.005 -0.004 -0.011 0.132
C 2.6409 -3.4678 0.8680 0.030 -0.027 0.063 -0.058
C 1.3273 -3.8949 0.2344 0.032 -0.084 0.088 -0.206
N 0.3241 -4.1766 1.2661 0.075 -0.359 -0.060 -0.061
C 0.2650 -5.5940 1.6810 0.024 0.109 -0.024 -0.187
C -0.6515 -6.4145 0.7897 -0.021 0.022 -0.016 -0.053
C -0.4228 -3.2419 1.8171 -0.061 0.185 -0.008 -0.384
C -1.3246 -3.6207 2.9661 0.023 0.040 -0.088 0.016
N -0.4230 -1.9764 1.4154 0.460 0.099 0.399 -0.013
H 3.3898 -3.2797 0.1007 0.029 -0.005 -0.006 0.068
H 3.0225 -4.2532 1.5216 0.004 0.004 -0.006 0.087
H 2.5107 -2.5638 1.4643 0.012 -0.018 -0.013 0.068
H 1.4614 -4.8163 -0.3308 -0.015 0.001 -0.030 0.125
H 0.9462 -3.1538 -0.4619 -0.034 0.084 -0.013 0.059
H -0.0374 -5.6628 2.7207 -0.004 0.019 0.040 0.111
H 1.2859 -5.9724 1.6326 0.010 0.005 0.000 0.126
H -1.6855 -6.0752 0.8655 0.008 -0.006 -0.001 0.077
H -0.6142 -7.4622 1.0857 -0.008 0.004 -0.005 0.090
H -0.3490 -6.3498 -0.2560 0.000 -0.007 0.010 0.079
H -0.7308 -3.8812 3.8426 0.016 0.000 -0.003 0.106
H -1.9553 -4.4728 2.7203 0.004 -0.002 -0.021 0.092
H -1.9680 -2.7838 3.2250 -0.012 -0.012 0.009 0.085
H -0.9607 -1.4366 2.0764 -0.037 0.123 0.051 0.035
```
Positions in Å, forces in eV/Å.

Output
* spin multiplicity: 1
* LUMO energy: -5.76 eV
* total charge: +2
* DFT total energy: -3614.0306 hartree
* energy above the lowest of the compared OMol25 structures with the same formula, charge and spin: 117.8 kJ/mol
* orbital gap: 7.79 eV